w:
This record from the OMol25 dataset describes a 2-piece molecular cluster, C3H7N2S2 overall. The level of theory is ωB97M-V/def2-TZVPD.

Output
Charge = +1
Orbital gap (alpha / beta) = 8.4 / 8.4 eV
2S+1 = 1
E_HOMO (alpha / beta) = -12.99 / -12.99 eV

Cartesian coordinates (Å):
C  0.93  0.92  0.00
C  2.19  1.52  -0.07
C  0.87  -0.45  -0.01
N  -0.20  -1.19  -0.07
N  -2.66  -0.38  -0.04
S  3.60  0.52  0.01
S  2.67  -1.24  -0.13
H  0.08  1.44  0.08
H  2.50  2.62  -0.09
H  -0.03  -2.12  0.19
H  -1.26  -0.88  -0.23
H  -3.15  0.28  -0.65
H  -2.36  0.14  0.79
H  -3.20  -1.18  0.21

x:
This record from the OMol25 dataset describes an isolated ion of composition C3H7N2S2 and charge +1. The level of theory is ωB97M-V/def2-TZVPD.

Output
Charge = +1
Orbital gap (alpha / beta) = 6.6 / 6.3 eV
2S+1 = 1
E_HOMO (alpha / beta) = -12.44 / -12.19 eV

Cartesian coordinates (Å):
C  -1.18  -0.44  -0.60
C  0.96  0.58  0.07
C  1.45  -0.63  0.71
N  -2.46  -0.42  -0.30
N  -0.32  0.59  -0.27
S  -3.17  0.77  0.59
S  1.95  1.83  -0.73
H  -0.80  -1.33  -1.10
H  1.38  -1.45  -0.07
H  0.55  -0.84  1.38
H  2.38  -0.58  1.18
H  -3.05  -1.22  -0.54
H  -0.78  1.50  -0.31
H  3.08  1.63  0.00

Winner for stability: w

w:
This record from the OMol25 dataset describes one molecule with the formula CH2N2OS. The level of theory is ωB97M-V/def2-TZVPD.

Output
Orbital gap = 10.4 eV
2S+1 = 1
SMILES = N#C[S@H](=N)=O
E_HOMO = -11.01 eV

Cartesian coordinates (Å):
C  -0.55  -1.50  1.31
N  -0.62  -2.53  1.94
N  0.77  0.09  0.07
O  -1.42  0.92  1.01
S  -0.71  -0.07  0.32
H  1.18  1.04  0.02
H  -1.71  -0.62  -0.79

x:
This record from the OMol25 dataset describes a 2-piece molecular cluster, CH2N2OS overall. The level of theory is ωB97M-V/def2-TZVPD.

Output
Orbital gap (alpha / beta) = 6.5 / 3.4 eV
2S+1 = 1
E_HOMO (alpha / beta) = -9.42 / -7.92 eV

Cartesian coordinates (Å):
C  -1.21  -0.52  -0.41
N  -1.60  -1.59  -0.22
N  1.74  0.18  0.19
O  -1.54  1.60  0.86
S  -0.86  1.19  -0.37
H  1.84  -0.69  0.74
H  1.63  -0.18  -0.79

Winner for stability: w

w:
This record from the OMol25 dataset describes an isolated ion of composition C2H5Br3NO and charge +1. The level of theory is ωB97M-V/def2-TZVPD.

Output
Charge = +1
Orbital gap = 9.9 eV
2S+1 = 1
SMILES = [NH3+][C@@H](Br)C(O)(Br)Br
E_HOMO = -14.32 eV

Cartesian coordinates (Å):
C  -0.21  0.75  0.30
C  -0.67  -0.69  0.38
N  1.00  0.70  -0.51
O  -0.48  -1.34  -0.86
Br  -1.55  2.05  -0.48
Br  0.65  -1.38  1.81
Br  -2.53  -0.94  1.02
H  0.08  1.09  1.30
H  1.18  1.67  -0.95
H  0.83  -0.08  -1.08
H  1.98  0.50  -0.09
H  -0.30  -2.35  -0.85

x:
This record from the OMol25 dataset describes an isolated ion of composition C2H5Br3NO and charge +1. The level of theory is ωB97M-V/def2-TZVPD.

Output
Charge = +1
Orbital gap = 9.3 eV
2S+1 = 1
SMILES = [NH3+]CC(Br)(Br)OBr
E_HOMO = -14.38 eV

Cartesian coordinates (Å):
C  -0.63  0.62  -0.30
C  0.93  0.42  -0.07
N  -1.29  -0.60  0.30
O  1.23  -0.67  -0.84
Br  2.00  2.11  -0.55
Br  1.10  0.00  1.86
Br  2.98  -1.39  -0.88
H  -1.13  0.59  -1.34
H  -0.83  1.49  0.26
H  -2.08  -1.04  -0.13
H  -1.75  -0.37  1.15
H  -0.52  -1.17  0.54

Winner for stability: w

w:
This record from the OMol25 dataset describes one molecule with the formula C6H9NO2. The level of theory is ωB97M-V/def2-TZVPD.

Output
Orbital gap = 8.6 eV
2S+1 = 1
SMILES = C=C[C@@H](N)C(=O)C(C)=O
E_HOMO = -8.56 eV

Cartesian coordinates (Å):
C  1.08  0.91  0.10
C  -1.71  -0.79  -1.88
C  -0.36  0.53  -0.12
C  -0.55  -0.82  -0.93
N  2.14  0.18  -0.47
C  0.72  0.31  1.68
C  -0.25  0.30  2.60
O  -1.28  1.37  -0.15
O  0.20  -1.77  -0.81
H  1.22  1.99  0.02
H  2.36  0.43  -1.43
H  2.04  -0.84  -0.37
H  1.70  0.08  2.09
H  -1.60  0.06  -2.56
H  -2.64  -0.66  -1.31
H  -1.75  -1.71  -2.45
H  -0.04  0.03  3.63
H  -1.30  0.40  2.34

x:
This record from the OMol25 dataset describes one molecule with the formula C6H9NO2. The level of theory is ωB97M-V/def2-TZVPD.

Output
Orbital gap (alpha / beta) = 8.2 / 8.2 eV
2S+1 = 1
E_HOMO (alpha / beta) = -9.41 / -9.41 eV

Cartesian coordinates (Å):
C  0.24  0.36  2.11
C  -1.42  -1.29  -1.02
C  1.54  0.58  -1.24
C  0.22  1.14  -0.24
C  -0.15  0.13  0.69
C  -0.49  -1.15  0.18
O  1.69  -0.65  -1.27
N  -0.18  2.32  -0.40
O  2.08  1.53  -1.77
H  0.61  -1.22  -0.34
H  0.42  2.79  -1.08
H  -0.61  -1.92  0.94
H  0.00  -0.49  2.75
H  1.30  0.60  2.19
H  -0.30  1.25  2.46
H  -2.46  -1.17  -0.71
H  -1.20  -0.54  -1.78
H  -1.30  -2.27  -1.47

Winner for stability: x

w:
This record from the OMol25 dataset describes a 3-piece molecular cluster, C6H9NO2 overall. The level of theory is ωB97M-V/def2-TZVPD.

Output
Orbital gap (alpha / beta) = 8.6 / 6.3 eV
2S+1 = 1
E_HOMO (alpha / beta) = -7.94 / -6.63 eV

Cartesian coordinates (Å):
C  0.59  -1.86  -0.41
C  -0.71  1.89  0.69
C  2.24  0.96  0.04
C  0.07  -0.56  -0.02
C  -0.32  0.54  0.33
C  -2.29  -0.75  0.05
O  3.40  0.19  0.07
N  -3.02  -0.59  -0.93
O  2.33  2.12  -0.21
H  3.14  -0.70  0.35
H  -2.59  -0.15  -1.75
H  -2.63  -1.20  0.99
H  1.34  -1.74  -1.19
H  1.04  -2.37  0.44
H  -0.22  -2.49  -0.80
H  -1.58  2.21  0.12
H  -0.93  1.96  1.76
H  0.14  2.55  0.46

x:
This record from the OMol25 dataset describes one molecule with the formula C6H9NO2. The level of theory is ωB97M-V/def2-TZVPD.

Output
Orbital gap = 9.6 eV
2S+1 = 1
SMILES = C=C1[C@@H](C)OC(=O)N1C
E_HOMO = -8.76 eV

Cartesian coordinates (Å):
C  0.39  -0.35  0.22
C  -1.78  0.41  -0.05
C  1.56  -1.02  0.27
C  0.30  1.28  0.50
C  1.10  2.06  -0.62
C  -1.34  -1.98  -0.12
N  -0.86  -0.64  -0.11
O  -2.94  0.26  -0.30
O  -1.12  1.51  0.35
H  1.92  -2.11  0.32
H  2.40  -0.47  0.80
H  0.72  1.57  1.53
H  1.11  3.17  -0.45
H  0.70  1.77  -1.62
H  2.16  1.74  -0.43
H  -0.68  -2.56  0.64
H  -2.38  -2.19  0.22
H  -1.26  -2.44  -1.16

Winner for stability: x

w:
This record from the OMol25 dataset describes H12O6 as an isolated structure. The level of theory is ωB97M-V/def2-TZVPD.

Output
Orbital gap = 9.3 eV
2S+1 = 1
E_HOMO = -9.96 eV

Cartesian coordinates (Å):
O  0.82  -0.13  2.78
H  -0.05  0.10  2.44
H  1.21  -0.66  2.08
O  -1.91  -2.20  0.39
H  -2.81  -1.89  0.39
H  -1.42  -1.51  -0.06
O  -0.01  0.39  0.59
H  0.71  0.25  -0.02
H  -0.73  -0.14  0.25
O  -1.01  -0.78  -0.71
H  -0.76  -1.43  -1.37
H  -1.22  0.01  -1.22
O  2.25  0.40  -0.99
H  2.64  1.26  -0.82
H  2.07  0.41  -1.93
O  0.35  2.24  -0.59
H  0.08  1.67  0.13
H  -0.23  2.01  -1.32

x:
This record from the OMol25 dataset describes a 6-piece molecular cluster, H12O6 overall. The level of theory is ωB97M-V/def2-TZVPD.

Output
Orbital gap = 11.0 eV
2S+1 = 1
SMILES = O.O.O.O.O.O
E_HOMO = -10.77 eV

Cartesian coordinates (Å):
O  18.41  5.49  30.54
H  19.09  4.95  30.82
H  18.76  6.37  30.46
O  18.69  8.74  30.73
H  18.59  9.68  30.53
H  19.52  8.54  30.25
O  22.24  9.42  27.90
H  21.95  8.95  27.16
H  21.82  8.89  28.58
O  18.03  11.17  30.00
H  18.35  12.04  29.89
H  17.11  11.18  30.35
O  16.25  7.44  32.22
H  17.04  7.80  31.83
H  15.60  8.13  32.33
O  20.81  7.39  29.27
H  21.00  6.49  29.64
H  20.05  7.20  28.74

Winner for stability: x